The following is a DFT calculation (the ωB97M-V functional and the def2-TZVPD basis) of a cluster of 2 separate species, C8H18N2 in total.

Structure (XYZ):
```
28
C8H18N2 the ωB97M-V functional and the def2-TZVPD basis
C -2.118 0.120 -0.030
C 0.196 -0.457 0.173
C -3.156 2.277 0.630
C -3.167 -0.167 -1.118
C -1.409 -2.141 0.410
C 4.527 -0.960 0.296
C 3.853 1.055 -0.808
C -2.146 1.260 0.683
N -1.035 -0.793 0.057
N 3.530 -0.231 -0.299
H 0.655 0.588 0.240
H 0.886 -1.199 0.359
H -3.734 2.095 1.442
H -2.614 3.162 0.509
H -3.751 2.234 -0.195
H -3.593 0.683 -1.499
H -2.807 -0.613 -2.132
H -3.788 -0.981 -0.748
H -0.670 -2.945 0.203
H -2.305 -2.314 -0.186
H -1.620 -2.255 1.487
H 5.500 -0.631 0.227
H 4.498 -1.993 -0.071
H 3.983 -1.119 1.379
H 2.971 1.109 -1.548
H 4.944 1.000 -1.038
H 3.667 1.698 0.093
H -1.298 1.517 1.484
```

Summary:
net charge	+2
HOMO-LUMO gap	5.003	eV
ΔE to the lowest compared entry with this formula, charge and spin	6.871	eV
calculated total energy	-11544.8002	eV

The following is a DFT calculation (the ωB97M-V functional and the def2-TZVPD basis) of a structure of composition C8H18N3PSi.

Structure (XYZ):
```
31
C8H18N3PSi the ωB97M-V functional and the def2-TZVPD basis
C 0.542 -0.396 -1.199
C 1.952 -1.667 -2.610
C 2.930 -0.457 -0.536
C 2.220 0.981 -2.452
C -2.505 2.122 1.525
C -0.437 0.112 3.130
C -3.229 -0.863 1.905
C 1.916 -0.338 -1.764
N 0.110 -0.234 -0.039
N -2.077 -0.202 -0.827
N -1.161 -0.046 0.200
Si -1.785 0.364 1.836
P -1.572 -0.346 -2.268
H 2.853 -1.567 -3.324
H 1.935 -2.440 -1.916
H 1.055 -1.890 -3.237
H 3.857 -0.203 -0.924
H 3.178 -1.455 -0.166
H 2.716 0.295 0.239
H 3.092 0.765 -3.191
H 2.475 1.769 -1.684
H 1.222 1.274 -2.818
H -1.690 2.981 1.799
H -2.678 2.218 0.359
H -3.374 2.346 2.034
H -1.022 -0.098 4.125
H 0.023 -0.881 2.997
H 0.169 1.022 3.072
H -2.901 -1.820 1.786
H -3.867 -0.771 2.864
H -3.947 -0.574 1.085
```

Summary:
HOMO-LUMO gap	8.794	eV
ΔE to the lowest compared entry with this formula, charge and spin	1.839	eV
calculated total energy	-30221.8562	eV

The following is a DFT calculation (the ωB97M-V functional and the def2-TZVPD basis) of the ion C8H18N4 with charge +2.

Structure (XYZ):
```
30
C8H18N4 the ωB97M-V functional and the def2-TZVPD basis
C -5.812 -0.071 0.381
N -4.630 -0.100 -0.011
C -3.466 0.137 -0.316
N -2.390 0.265 0.417
C -1.108 0.585 -0.168
C -0.903 1.879 -0.430
N -0.229 -0.451 -0.511
C -0.458 -1.798 0.189
C 1.141 -0.323 -0.920
C 2.166 -0.076 0.293
N 3.511 0.518 -0.192
C 4.728 0.091 0.588
H -6.288 0.949 0.546
H -6.454 -0.983 0.477
H -3.304 0.217 -1.471
H -2.394 -0.056 1.354
H -1.673 2.687 -0.204
H 0.019 2.229 -0.790
H 0.364 -2.389 0.100
H -0.565 -1.564 1.209
H -1.274 -2.238 -0.230
H 1.379 0.490 -1.723
H 1.243 -1.381 -1.342
H 2.298 -1.046 0.795
H 1.635 0.408 1.060
H 3.714 1.577 -0.211
H 3.632 0.224 -1.186
H 5.038 -0.910 0.445
H 5.539 0.852 0.131
H 4.540 0.277 1.721
```

Summary:
net charge	+2
HOMO-LUMO gap	8.373	eV
ΔE to the lowest compared entry with this formula, charge and spin	3.139	eV
calculated total energy	-14528.8077	eV
structure (SMILES)	C=N/C=[NH+]/C(=C)N(C)CC[NH2+]C

The following is a DFT calculation (the ωB97M-V functional and the def2-TZVPD basis) of the ion C8H18NO with charge +1.

Structure (XYZ):
```
28
C8H18NO the ωB97M-V functional and the def2-TZVPD basis
C 0.901 -2.137 -0.441
C 0.986 -0.885 -0.032
O -0.185 0.167 0.439
C -1.522 0.024 0.129
C -2.283 -0.931 1.089
C -1.988 1.465 0.335
C -1.685 -0.337 -1.384
N 2.111 -0.098 0.175
C 2.404 0.778 -1.045
C 2.135 0.831 1.326
H -0.001 -2.667 -0.626
H 1.771 -2.674 -0.848
H -2.216 -0.688 2.224
H -3.385 -0.809 0.785
H -1.952 -1.841 0.800
H -1.750 1.690 1.454
H -3.038 1.565 -0.023
H -1.360 2.191 -0.232
H -0.850 -1.072 -1.597
H -2.662 -0.887 -1.494
H -1.712 0.646 -1.960
H 2.992 -0.627 0.223
H 2.820 1.795 -0.676
H 3.002 0.294 -1.907
H 1.299 0.942 -1.491
H 1.325 0.619 2.047
H 3.008 0.770 1.869
H 1.837 1.876 0.860
```

Summary:
net charge	+1
HOMO-LUMO gap	10.457	eV
ΔE to the lowest compared entry with this formula, charge and spin	3.628	eV
calculated total energy	-12114.9105	eV
structure (SMILES)	C=C(OC(C)(C)C)[NH+](C)C

Strongest force on any atom (eV/Å)
4.48; 4.81; 5.54; 6.60
HOMO energy (eV)
-16.195; -8.275; -14.836; -13.622
E_LUMO (eV)
-11.192; 0.519; -6.463; -3.165